# 1
# C5H6O

One molecule with the formula C5H6O (ωB97M-V/def2-TZVPD, the Open Molecules 2025 dataset).

```
12
Properties=species:S:1:pos:R:3:forces:R:3
C 1.429743 0.852181 -0.076754 0.0 0.1 0.0
C 0.064553 0.814769 -0.721887 -0.1 0.2 -0.1
O -0.459536 1.791114 -1.204241 0.2 -0.4 0.1
C -0.650419 -0.543405 -0.740725 -0.1 0.0 -0.1
C -1.053812 -0.952586 0.606693 -0.1 -0.1 0.5
C -1.397037 -1.253978 1.720663 0.1 0.1 -0.5
H 1.885520 1.829603 -0.243828 -0.1 -0.1 0.0
H 2.072424 0.063725 -0.483862 -0.1 0.1 0.0
H 1.335129 0.669821 0.999597 0.0 0.0 -0.1
H 0.016910 -1.300906 -1.172044 -0.1 0.1 0.1
H -1.527501 -0.446181 -1.386910 0.1 0.0 0.1
H -1.715973 -1.524155 2.703299 0.1 0.0 -0.2
```
Positions in Å, forces in eV/Å.

**Total charge**: 0
**SMILES**: C#CCC(C)=O

---

# 2
# C28H52FN4O10

A 3-piece molecular cluster, C28H52FN4O10 overall in a non-equilibrium geometry (ωB97M-V/def2-TZVPD, the Open Molecules 2025 dataset).

```
95
Properties=species:S:1:pos:R:3:forces:R:3
C 6.808303 -1.764360 0.383712 -0.1 0.3 0.1
C 6.478767 -0.593773 -0.638939 1.3 -1.8 0.6
O 5.058036 -0.437542 -0.732858 1.0 1.2 0.4
C 4.633421 0.922797 -0.627915 -1.9 -0.1 -0.4
C 4.200012 1.509016 -2.049261 1.5 0.7 1.0
O 2.817757 1.872935 -2.099413 0.3 -0.8 -0.9
C 1.987086 0.791360 -2.519014 -0.7 -0.4 0.5
C 0.713764 1.382552 -3.230503 1.9 -0.1 -0.6
O -0.018312 2.205041 -2.299529 -1.0 -1.2 0.2
C -1.385828 1.866249 -2.232002 0.1 0.4 -1.4
N -1.854315 2.088496 -0.852055 -0.3 0.2 0.0
C -3.009478 2.577113 -0.529621 -0.6 0.7 -0.2
N -3.947102 2.955039 -1.520547 0.4 -0.5 1.2
C -4.759578 1.830821 -2.001056 -1.8 -2.5 -1.5
C -4.413915 1.103018 -3.233831 -2.0 -0.2 1.9
C -5.313215 0.028735 -3.644551 0.9 0.8 -0.1
N -6.453296 -0.375819 -3.030777 1.6 1.8 1.0
C -6.733268 0.299470 -1.887529 0.1 1.0 0.7
C -5.980576 1.400941 -1.298338 1.3 -0.8 -2.3
N -3.218213 2.739985 0.900721 1.3 -1.2 -1.4
F -3.791488 3.976124 1.117483 -0.7 0.0 -0.3
C -4.096411 1.681721 1.455023 -0.9 -0.3 2.4
O -3.896497 0.421085 0.856826 -0.1 0.9 0.4
C -4.587924 -0.549166 1.668066 -0.8 -2.2 -0.1
C -4.254097 -2.012553 1.174891 0.1 1.7 0.6
O -4.750017 -2.154483 -0.152656 0.5 -1.4 1.4
C -4.466517 -3.519611 -0.587798 0.5 0.7 -0.9
C -3.244886 -3.432749 -1.592138 -1.2 -0.4 0.1
O -3.700134 -3.909910 -2.870145 1.4 -0.3 0.4
C -2.614728 -4.561850 -3.555772 0.0 0.3 -1.1
C -1.512903 -3.552689 -4.063064 -0.2 -0.6 0.1
H 6.675178 -1.373587 1.431823 0.2 -0.5 -1.0
H 6.128070 -2.645384 0.263051 0.4 0.9 -0.1
H 7.856020 -2.152210 0.245740 -0.9 0.6 0.1
H 6.938420 -0.887734 -1.619432 -0.6 0.4 0.6
H 7.025414 0.305064 -0.257057 -0.8 -0.4 -0.5
H 3.676487 0.905726 -0.022365 0.9 0.1 -0.5
H 5.334870 1.593655 -0.072886 -0.2 -0.7 -0.6
H 4.794402 2.453359 -2.197508 -0.8 -0.8 -0.1
H 4.499607 0.782889 -2.847189 -0.4 0.5 0.6
H 1.707655 0.207628 -1.591565 -0.1 0.4 -0.9
H 2.522080 0.058768 -3.192163 -0.5 0.9 0.4
H 1.095707 2.039345 -4.065786 -0.5 -0.5 0.9
H 0.110035 0.578573 -3.723316 0.3 0.6 0.7
H -1.928444 2.546926 -2.951547 0.0 -0.6 1.1
H -1.624886 0.807368 -2.509525 0.4 0.7 0.3
H -1.193639 1.852647 -0.098740 -0.4 0.1 -0.3
H -4.538429 3.732383 -1.202761 0.3 -0.5 0.1
H -3.532016 1.338322 -3.862730 -0.9 -0.1 0.6
H -5.049857 -0.496382 -4.599307 -0.3 0.5 1.0
H -7.668974 -0.001780 -1.348887 1.0 0.2 -0.6
H -6.352731 1.879332 -0.368279 0.4 -0.4 -0.9
H -3.817656 1.575307 2.546573 -0.2 0.4 -1.0
H -5.167057 2.040446 1.455576 0.9 -0.3 -0.4
H -5.708462 -0.440289 1.578668 1.1 0.3 0.1
H -4.300164 -0.515994 2.752130 -0.1 0.4 -0.9
H -4.718388 -2.745715 1.893071 0.2 0.7 -0.6
H -3.138534 -2.134537 1.272203 -0.8 -0.1 -0.4
H -5.402054 -3.900228 -1.079193 1.1 0.2 0.3
H -4.154088 -4.175032 0.265655 -0.6 0.6 -0.6
H -2.921936 -2.355337 -1.681048 -0.1 -1.1 0.3
H -2.427526 -4.104109 -1.217082 -0.4 0.7 -0.4
H -3.059005 -5.036838 -4.468796 0.2 0.4 0.9
H -2.200261 -5.395852 -2.927653 -0.2 0.8 -0.4
H -1.977499 -2.824726 -4.786143 0.5 -0.7 0.7
H -0.738499 -4.168305 -4.601751 -0.6 0.8 0.5
H -1.014278 -2.995177 -3.227390 -0.4 -0.5 -0.7
O -7.286078 1.403350 4.656610 0.2 0.3 -0.3
C -6.995291 2.541360 4.918798 0.1 -0.3 0.4
O -6.732834 3.408024 3.919197 -0.2 -0.1 -0.6
C -6.563575 4.820793 4.091218 0.2 0.2 0.1
C -5.134210 5.155354 4.461721 0.1 -0.1 0.1
C -6.826422 2.993747 6.344269 -0.5 0.3 0.2
H -7.287344 5.220829 4.802703 0.0 -0.1 0.1
H -6.798653 5.272075 3.125825 -0.1 -0.2 0.0
H -4.848447 4.709564 5.415659 -0.1 0.1 0.0
H -4.997095 6.235892 4.531975 0.0 -0.1 0.0
H -4.446298 4.761275 3.710227 -0.1 0.1 0.0
H -5.823127 2.736556 6.685113 0.0 0.0 0.0
H -7.558517 2.469556 6.958420 0.2 -0.2 -0.1
H -7.004022 4.056312 6.495519 0.2 0.0 0.0
O 10.359939 -3.081602 -1.044021 0.2 0.4 0.3
C 10.939451 -2.947679 0.003812 0.1 -0.4 -0.2
O 11.510958 -1.768671 0.313579 -0.3 0.4 -0.2
C 12.050132 -1.451544 1.602502 0.3 -0.1 0.1
C 13.480465 -1.933677 1.730790 0.1 -0.2 -0.1
C 11.117750 -4.113589 0.940424 -0.4 0.0 0.5
H 11.407510 -1.828212 2.400433 0.0 -0.1 -0.1
H 12.029549 -0.363222 1.677708 -0.1 -0.1 -0.2
H 13.549015 -3.019163 1.644961 0.0 0.0 0.1
H 13.901906 -1.636583 2.693032 0.0 0.0 0.0
H 14.096144 -1.513807 0.933004 -0.1 0.1 0.1
H 11.978685 -4.701201 0.620930 0.0 0.0 0.0
H 10.222127 -4.733052 0.889741 0.1 0.0 -0.2
H 11.234275 -3.829204 1.984046 0.2 0.0 0.0
```
Positions in Å, forces in eV/Å.

**Total charge**: +1

---

# 3
# C2H4B2O

One molecule with the formula C2H4B2O in a non-equilibrium geometry (ωB97M-V/def2-TZVPD, the Open Molecules 2025 dataset).

```
9
Properties=species:S:1:pos:R:3:forces:R:3
B -1.704341 -0.252431 0.467128 1.5 -0.2 0.0
B 0.460618 0.264044 -0.840526 -1.5 0.8 -0.4
C -0.419972 -0.700952 0.166724 -0.1 -1.1 0.8
C 1.305305 0.531049 0.405223 2.2 -0.8 0.6
O 2.005895 0.315173 1.283884 -1.0 0.9 -0.7
H -2.686029 0.273243 0.805857 -0.3 0.0 -0.2
H 0.183988 -1.509054 0.667140 -1.2 0.5 -0.7
H 1.050670 -0.144452 -1.802073 0.3 -0.2 0.4
H -0.196135 1.223379 -1.153356 0.1 0.2 0.1
```
Positions in Å, forces in eV/Å.

**Total charge**: 0

---

# 4
# C18H30BF16N4O4

A 3-piece molecular cluster, C18H30BF16N4O4 overall in a non-equilibrium geometry (ωB97M-V/def2-TZVPD, the Open Molecules 2025 dataset).

```
73
Properties=species:S:1:pos:R:3:forces:R:3
C 1.248217 -6.613906 1.598678 0.9 -0.4 0.3
C 2.640699 -6.076791 2.156125 -1.6 -0.4 -0.6
O 2.898127 -4.825652 1.470280 -0.2 -0.2 1.5
C 2.202659 -3.754637 2.098063 -1.0 1.2 -0.1
C 1.130512 -3.059027 1.131111 1.3 -0.3 0.7
C 0.680800 -1.735379 1.865857 0.4 -0.1 -0.8
C -0.632146 -1.062905 1.294028 0.3 0.1 0.6
C -1.733441 -2.072312 0.816244 0.4 0.5 -2.0
N -2.122331 -3.092049 1.850400 -2.2 1.2 1.4
C -3.511492 -3.115762 2.112123 -0.1 0.6 1.8
N -4.086240 -2.383676 3.215091 1.4 -3.1 -0.9
N -4.373259 -3.829505 1.394285 1.2 0.0 -0.2
B -3.950905 -4.650538 0.200888 0.1 -0.9 -2.9
N -2.823728 -5.575990 0.164944 -2.1 0.6 0.1
O -4.705547 -4.459507 -0.996536 0.9 0.4 2.5
H 0.394350 -5.929348 1.838716 0.8 -0.5 -0.2
H 1.352964 -6.718650 0.481514 -0.3 0.1 1.2
H 1.048696 -7.614378 2.066000 0.0 0.8 -0.5
H 3.436070 -6.832479 1.940740 -0.5 0.9 0.0
H 2.569462 -5.944792 3.271002 0.3 0.0 -1.0
H 1.622139 -4.064151 3.014855 0.7 -0.1 -0.8
H 2.914807 -2.946265 2.452617 -0.5 -0.9 -0.5
H 1.702118 -2.864551 0.174724 -1.0 0.0 0.9
H 0.305641 -3.796926 0.945357 0.7 0.8 0.1
H 0.650312 -1.907795 2.986316 -0.3 0.1 -1.2
H 1.513279 -0.988060 1.708134 -0.9 -0.7 0.4
H -1.002196 -0.347308 2.090949 0.1 -0.8 -0.9
H -0.341753 -0.422860 0.414783 -0.5 -0.7 0.7
H -1.349165 -2.647620 -0.077128 -0.3 0.6 1.0
H -2.642873 -1.508454 0.444663 0.9 -0.5 0.6
H -1.669467 -2.813177 2.732884 -0.1 -0.2 -0.5
H -3.397985 -2.294190 3.972533 -0.2 0.6 -0.5
H -4.787054 -3.037901 3.597404 -0.2 0.9 0.0
H -5.370404 -3.817654 1.627531 0.6 0.4 0.0
H -2.741839 -6.002327 -0.762588 0.0 0.1 0.5
H -2.913321 -6.304295 0.874624 0.6 0.3 -0.1
H -5.309745 -3.705707 -0.880899 0.2 -0.3 -0.5
C 1.837988 4.527343 3.085065 0.1 0.7 0.1
C 1.083064 3.211940 3.386909 -0.3 0.7 -0.6
C 1.911551 1.925990 3.407013 0.2 -0.4 0.4
F 2.470985 1.651879 2.216531 0.0 0.2 -0.2
F 1.112270 0.866304 3.702476 -0.3 0.1 0.2
F 0.042901 3.095079 2.529293 0.1 -0.3 -0.1
F 0.536743 3.353480 4.627962 0.3 -0.2 0.1
O 1.764651 5.030808 1.745269 0.3 -1.2 -0.4
C 2.696663 4.578138 0.796864 0.0 0.9 1.4
C 2.022606 3.854040 -0.370851 -0.4 -0.1 -0.4
F 1.346211 2.763285 0.049435 0.1 0.0 0.3
F 2.945944 3.420384 -1.265519 0.2 0.2 0.1
F 3.644353 3.836649 1.392826 0.0 -0.3 -0.3
F 3.321356 5.676972 0.331154 -0.2 -0.1 -0.4
H 1.335747 5.294479 3.677817 -0.2 -0.1 -0.1
H 2.862861 4.515322 3.459720 0.0 -0.3 -0.2
H 2.700877 1.972928 4.161627 -0.1 0.1 0.0
H 1.321635 4.511440 -0.883983 0.1 0.2 0.2
C 0.920262 5.051294 -4.940406 0.5 0.4 -0.4
C 0.132358 4.894086 -3.618372 -0.5 0.5 -0.8
C 0.033855 3.481448 -3.035167 0.0 -0.4 0.5
F -0.616431 2.634023 -3.847641 0.0 0.1 -0.3
F -0.665236 3.500627 -1.868923 0.0 0.4 0.0
F -1.095700 5.432931 -3.773547 0.0 -0.3 0.1
F 0.772486 5.667503 -2.690404 0.2 -0.3 0.1
O 0.162694 5.125708 -6.154635 -0.6 -1.0 0.5
C -0.192327 3.934408 -6.809884 1.3 0.9 0.4
C -1.710015 3.760692 -6.907797 -0.7 0.0 -0.2
F -2.280306 3.706337 -5.687047 0.3 0.1 0.1
F -2.013196 2.602509 -7.537732 0.3 0.0 -0.1
F 0.417531 2.885938 -6.233669 -0.3 -0.3 0.0
F 0.319887 4.024919 -8.053071 -0.4 0.0 -0.1
H 1.402459 6.028967 -4.877239 -0.2 0.0 0.1
H 1.744781 4.340717 -5.019785 -0.2 -0.2 0.1
H 1.024381 3.069759 -2.822441 0.1 0.1 -0.1
H -2.161852 4.588197 -7.458162 0.2 0.1 -0.1
```
Positions in Å, forces in eV/Å.

**Total charge**: +1

---

Across the entries above, E_LUMO takes the values 0.8733, -3.9491, 0.0308, -3.7348 eV, respectively.
Across the entries above, M takes the values 82.1, 623.7, 65.7, 681.2 u, respectively.